No. 1
The following is a quantum chemistry calculation of 2 unconnected molecules or ions with the total composition C6H14N2O2 in a non-equilibrium geometry, from the OMol25 dataset.

Calculated values
Gap between HOMO and LUMO, eV: 10.03
LUMO energy, Eh: 0.028
SMILES string: CNC(C)=O.CNC(C)=O

Each line ends with the Mulliken charge.
CARTESIAN COORDINATES (ANGSTROEM)
C -0.56771 1.90269 -1.05398  -0.95
N -1.11123 1.43631 0.21561  -0.13
C -0.41118 1.71591 1.37620  0.76
C -1.05264 1.38044 2.71991  -1.18
O 0.70664 2.19421 1.34329  -0.63
H -1.24592 2.64586 -1.47658  0.35
H 0.46206 2.21738 -0.92470  0.31
H -0.51910 1.04586 -1.69874  0.35
H -2.10843 1.35109 0.34044  0.24
H -1.40433 0.35825 2.72367  0.29
H -0.25526 1.70705 3.39805  0.32
H -1.99648 1.90133 2.92398  0.32
C -1.19106 -2.67482 -1.03054  -0.68
N 0.19134 -2.54185 -0.55934  -0.21
C 0.91316 -1.41267 -0.96118  0.64
C 2.24020 -1.20164 -0.22251  -0.94
O 0.54068 -0.60182 -1.76967  -0.64
H -1.65847 -1.71177 -0.83485  0.17
H -1.22230 -2.82452 -2.13309  0.26
H -1.55964 -3.66600 -0.62170  0.30
H 0.69258 -3.32211 -0.18633  0.23
H 2.50386 -1.94716 0.56830  0.31
H 3.02014 -1.29194 -0.96716  0.30
H 2.24914 -0.17600 0.15684  0.20

No. 2
The following is a quantum chemistry calculation of 2 unconnected molecules or ions with the total composition C6H14N2O in a non-equilibrium geometry, from the OMol25 dataset.

Calculated values
Gap between HOMO and LUMO, eV: 8.65
LUMO energy, Eh: 0.032

Each line ends with the Mulliken charge.
CARTESIAN COORDINATES (ANGSTROEM)
C 1.13425 -0.00165 -0.36651  -0.02
C -0.62173 -1.03252 0.01322  -0.81
C -1.35095 1.93169 0.44917  -0.97
C 2.14046 -0.88696 -1.03407  -1.32
C -1.30296 -1.10983 -1.34500  -0.91
N 0.53697 0.92037 1.74578  -0.29
N 1.48660 0.53361 0.83861  -0.17
C -0.91029 0.90213 1.46743  0.68
O -1.60867 0.61815 2.43457  -0.66
H 0.69942 0.53478 2.66829  0.28
H 2.29942 0.11515 1.27456  0.32
H 0.64731 0.72215 -1.00843  0.27
H -1.36830 -1.15115 0.79310  0.45
H -0.02649 -1.92796 0.21226  0.41
H -2.22631 1.54318 -0.07227  0.22
H -0.60116 2.22232 -0.28131  0.31
H -1.64802 2.83745 0.98284  0.34
H 2.80661 -0.30964 -1.67815  0.35
H 1.62570 -1.61687 -1.66177  0.33
H 2.73002 -1.45139 -0.31015  0.40
H -1.91265 -2.01029 -1.43502  0.36
H -0.58676 -1.14053 -2.17264  0.27
H -1.94245 -0.24219 -1.51449  0.18

No. 3
The following is a quantum chemistry calculation of a molecular structure, C25H32GaN6O2 in a non-equilibrium geometry, from the OMol25 dataset.

Calculated values
Total charge: -1
Gap between HOMO and LUMO, eV: 7.53
LUMO energy, Eh: 0.084

Each line ends with the Mulliken charge.
CARTESIAN COORDINATES (ANGSTROEM)
C 2.26864 -2.16491 2.70322  -1.00
Ga 1.86785 -4.14155 2.55369  0.49
C -0.08131 -4.58192 2.89481  -1.06
C -1.11098 -4.22729 1.82895  -0.17
O -0.95000 -5.09900 0.70528  -0.52
C -1.07141 -2.74865 1.38931  -0.74
N -0.14363 -2.50386 0.27639  -0.20
O 2.44180 -4.79559 0.77934  -0.57
C 2.80401 -3.90651 -0.03038  0.72
N 3.08987 -3.07909 -0.79662  -0.77
H 1.32232 -1.61579 2.74197  0.07
H 2.81673 -1.96454 3.62512  0.40
H 2.83597 -1.76378 1.85728  0.29
H 2.76310 -4.94743 3.62837  -0.44
H -0.15013 -5.66157 3.06131  0.41
H -0.33560 -4.06134 3.82457  0.38
H -2.12430 -4.39725 2.23332  0.43
H -1.82115 -5.38684 0.43134  0.29
H -0.85895 -2.12191 2.26654  0.27
H -2.07005 -2.46779 1.03337  0.58
H -0.37335 -1.61964 -0.16359  0.20
H 0.80775 -2.38597 0.61719  -0.04
N -0.51632 -2.21887 -4.16163  -0.50
C 0.43288 -2.57787 -3.29358  -0.47
C 1.76147 -2.77870 -3.65142  -0.25
C 2.11868 -2.59913 -4.97725  -0.40
C 1.14372 -2.22565 -5.89321  -0.45
C -0.15040 -2.05214 -5.43240  -0.38
H 0.12258 -2.71348 -2.26163  0.69
H 2.47914 -3.06467 -2.89156  0.49
H 3.14499 -2.74325 -5.29257  0.38
H 1.37792 -2.06865 -6.93817  0.38
H -0.94384 -1.76401 -6.11559  0.54
N 1.08855 1.28618 2.53053  -0.41
C 0.65128 1.12088 1.28505  -0.03
C 1.04213 1.92263 0.22286  -0.51
C 1.92872 2.95830 0.47152  -0.24
C 2.39136 3.14323 1.76476  -0.43
C 1.94747 2.27794 2.75403  -0.48
H -0.03714 0.29666 1.13241  0.30
H 0.66283 1.73334 -0.77230  0.44
H 2.25755 3.60686 -0.33085  0.37
H 3.08485 3.93702 2.00735  0.38
H 2.29404 2.38638 3.77613  0.59
N 0.95577 4.62460 5.24364  -0.30
C -0.14695 3.98300 4.86054  0.13
C -1.42856 4.40391 5.18868  -0.69
C -1.57393 5.54806 5.95499  -0.23
C -0.43429 6.22481 6.36120  -0.37
C 0.80073 5.72330 5.97920  -0.23
H 0.00295 3.08961 4.26587  0.28
H -2.28754 3.84233 4.84776  0.36
H -2.55733 5.90692 6.23176  0.37
H -0.49781 7.12235 6.96172  0.34
H 1.71456 6.22650 6.27734  0.34
N -1.70644 1.91741 -6.46607  -0.54
C -2.62995 2.80979 -6.81785  -0.18
C -3.89663 2.86877 -6.25683  -0.33
C -4.22593 1.94648 -5.27528  -0.25
C -3.27717 1.01109 -4.89828  -0.49
C -2.03627 1.03840 -5.51975  -0.43
H -2.33774 3.51419 -7.58988  0.36
H -4.60435 3.61935 -6.58284  0.35
H -5.20475 1.95800 -4.81240  0.37
H -3.48254 0.26939 -4.13846  0.40
H -1.27241 0.32524 -5.23862  0.71

No. 4
The following is a quantum chemistry calculation of 9 unconnected molecules or ions with the total composition C24H72N6O9 in a non-equilibrium geometry, from the OMol25 dataset.

Calculated values
Gap between HOMO and LUMO, eV: 9.19
LUMO energy, Eh: 0.008
SMILES string: COC[C@H](C)N.COC[C@H](C)N.COC[C@H](C)N.COC[C@H](C)N.COC[C@H](C)N.COC[C@H](C)N.O.O.O

Each line ends with the Mulliken charge.
CARTESIAN COORDINATES (ANGSTROEM)
C -3.54007 4.33999 3.68500  -0.70
O -3.95607 2.99285 3.83641  -0.37
C -3.79914 2.27028 2.63456  -0.72
C -3.52190 0.79993 2.82189  0.40
C -2.43279 0.49799 3.87838  -0.86
N -3.16773 0.19397 1.54084  -0.35
H -3.95056 4.74243 2.75240  0.29
H -2.46706 4.54150 3.68118  0.23
H -4.04879 4.83022 4.51253  0.35
H -4.67925 2.47969 2.01008  0.33
H -2.91963 2.64830 2.08619  0.33
H -4.41833 0.30491 3.22363  0.18
H -2.79318 0.69204 4.88203  0.36
H -1.60071 1.16388 3.60882  0.08
H -1.95907 -0.47296 3.73422  0.09
H -3.37021 -0.79590 1.51664  0.20
H -3.71027 0.63311 0.80348  0.19
C 3.71108 -2.35995 -2.98038  -0.62
O 3.64073 -3.70349 -2.49505  -0.40
C 4.24609 -3.86236 -1.23429  -0.60
C 5.77661 -3.77742 -1.30144  0.52
C 6.39668 -4.63378 -2.40108  -1.40
N 6.28091 -4.14092 0.01083  -0.54
H 3.38204 -1.64468 -2.22682  0.18
H 2.93420 -2.36480 -3.74958  0.33
H 4.65268 -2.12337 -3.47794  0.30
H 3.86936 -3.23011 -0.42618  0.29
H 4.03367 -4.88457 -0.89403  0.43
H 6.01290 -2.73018 -1.52708  0.15
H 6.28750 -4.16597 -3.38424  0.30
H 5.87681 -5.59252 -2.48900  0.25
H 7.45743 -4.80723 -2.22695  0.41
H 7.26421 -3.96702 0.10907  0.26
H 5.90257 -5.02042 0.32060  0.21
C -1.97132 6.69039 0.64593  -0.57
O -1.12473 7.16759 1.65037  -0.40
C -0.15183 6.34708 2.24582  -0.10
C 0.10725 6.84544 3.69319  0.36
C 0.37847 8.36649 3.72817  -1.28
N 1.29374 6.20133 4.24424  -0.74
H -1.88069 7.26235 -0.28050  0.28
H -3.03879 6.58867 0.86198  0.24
H -1.63667 5.67984 0.37080  0.15
H -0.46724 5.29656 2.29422  0.09
H 0.77507 6.46049 1.66930  0.21
H -0.75501 6.65776 4.33269  0.25
H 1.38916 8.71992 3.54979  0.35
H -0.03666 8.67869 4.68924  0.34
H -0.28339 8.88692 3.03044  0.30
H 2.10386 6.53991 3.72909  0.32
H 1.32413 5.20365 4.02996  0.27
C 2.26275 3.02801 1.60716  -0.92
O 1.44898 2.51345 0.58891  -0.09
C 0.95513 1.21388 0.88954  -0.53
C 0.46069 0.57502 -0.40062  0.28
C -0.26893 -0.73963 -0.10856  -0.95
N 1.50128 0.31120 -1.38370  -0.28
H 2.95839 2.29214 2.02141  0.32
H 1.68081 3.47474 2.42313  0.21
H 2.88822 3.83396 1.21700  0.30
H 1.79383 0.58412 1.22463  0.26
H 0.23232 1.22605 1.70996  0.25
H -0.27277 1.27677 -0.81089  0.46
H -0.86497 -0.68712 0.80822  0.08
H 0.52413 -1.48604 0.00408  0.14
H -0.98254 -1.16512 -0.81341  0.04
H 1.60991 1.08543 -2.02177  0.13
H 2.39510 0.03740 -0.99811  0.12
C -4.43717 -4.23566 -5.34622  -0.72
O -3.26797 -3.90907 -4.60959  -0.31
C -2.56901 -2.81244 -5.14919  -0.84
C -3.05479 -1.37937 -4.81188  0.49
C -2.75762 -1.09571 -3.33656  -1.35
N -4.46296 -1.03200 -5.09574  -0.80
H -4.72028 -5.25668 -5.09193  0.23
H -4.25415 -4.23410 -6.42694  0.33
H -5.25240 -3.54515 -5.13544  0.22
H -1.54702 -2.83992 -4.75594  0.39
H -2.35263 -2.90367 -6.22275  0.41
H -2.54128 -0.61378 -5.39607  0.32
H -1.68979 -1.23575 -3.15586  0.25
H -3.22557 -1.78006 -2.62451  0.35
H -3.03976 -0.07650 -3.07373  0.43
H -4.79501 -1.49103 -5.94729  0.29
H -5.06600 -1.56110 -4.45744  0.28
C 0.74657 -4.97641 -0.82265  -0.72
O -0.49834 -4.77811 -0.17524  -0.29
C -0.35280 -4.53432 1.21701  -0.67
C -1.69449 -4.70947 1.93044  0.32
C -1.53706 -4.20156 3.36949  -1.34
N -2.28592 -6.03892 1.94317  -0.68
H 0.42929 -5.10707 -1.85907  0.33
H 1.31352 -5.81607 -0.41624  0.34
H 1.33293 -4.05052 -0.84686  0.20
H 0.32162 -5.31418 1.60067  0.43
H 0.02352 -3.53070 1.42258  0.27
H -2.32190 -3.96914 1.41740  0.26
H -2.46559 -4.36176 3.91708  0.37
H -1.33745 -3.13342 3.46863  0.25
H -0.74816 -4.79141 3.84499  0.30
H -1.49578 -6.68417 1.89499  0.30
H -2.78344 -6.21466 1.07561  0.32
O 0.74705 4.23050 -1.44401  -0.67
H 0.70865 3.64498 -0.65686  0.44
H 1.25628 3.73794 -2.10093  0.33
O 2.79108 2.98021 -3.21636  -0.59
H 3.42245 2.38106 -3.63056  0.27
H 2.89228 3.81328 -3.69386  0.27
O 4.65784 -0.65066 0.14726  -0.59
H 5.60929 -0.59700 0.00526  0.27
H 4.56359 -1.14724 0.96874  0.31

Number 1: E_HOMO -9.276 eV. Number 2: E_HOMO -7.775 eV. Number 3: E_HOMO -5.249 eV. Number 4: E_HOMO -8.981 eV.